Entry 1:
{
  "formula": "C18H40NO9S3V",
  "method": "ωB97M-V/def2-TZVPD",
  "symbols": ["O", "V", "O", "C", "C", "C", "C", "C", "C", "N", "O", "C", "C", "C", "H", "H", "H", "H", "H", "H", "H", "H", "H", "H", "H", "H", "H", "H", "H", "H", "H", "H", "C", "C", "O", "C", "O", "O", "H", "H", "H", "H", "C", "S", "O", "C", "H", "H", "H", "H", "H", "H", "C", "S", "O", "C", "H", "H", "H", "H", "H", "H", "C", "S", "O", "C", "H", "H", "H", "H", "H", "H"],
  "xyz": [[1.100, 0.644, 0.947], [-0.198, 0.617, -0.015], [-1.330, 1.555, 0.668], [-3.387, -3.183, -0.262], [-3.269, -1.837, 0.482], [-4.348, -1.707, 1.551], [-3.997, -2.347, 2.910], [-2.628, -1.814, 3.361], [-1.521, -2.054, 2.338], [-1.964, -1.530, 1.051], [-0.953, -1.452, 0.090], [-1.112, -3.537, 2.251], [-0.347, -1.233, 2.888], [-3.589, -0.746, -0.542], [-3.176, -3.981, 0.453], [-2.684, -3.316, -1.086], [-4.373, -3.302, -0.715], [-5.251, -2.263, 1.280], [-4.603, -0.677, 1.812], [-3.862, -3.414, 2.719], [-4.688, -2.053, 3.697], [-2.410, -2.323, 4.306], [-2.695, -0.748, 3.589], [-1.981, -4.189, 2.206], [-0.496, -3.744, 3.134], [-0.404, -3.714, 1.441], [-0.064, -1.535, 3.898], [-0.665, -0.190, 2.956], [0.536, -1.258, 2.252], [-2.990, -0.750, -1.448], [-3.590, 0.258, -0.112], [-4.637, -0.912, -0.831], [4.650, -0.042, 2.029], [5.333, 1.200, 1.406], [5.466, 2.033, 2.558], [4.752, 1.555, 3.607], [4.516, 2.189, 4.574], [4.275, 0.321, 3.335], [5.347, -0.879, 2.051], [3.824, -0.261, 1.350], [4.727, 1.694, 0.654], [6.302, 0.885, 1.025], [2.146, 4.114, -2.404], [1.253, 3.907, -0.846], [0.807, 2.495, -0.795], [2.668, 4.006, 0.262], [1.412, 4.121, -3.209], [2.682, 3.185, -2.628], [2.860, 4.928, -2.323], [2.324, 3.912, 1.291], [2.963, 5.060, 0.202], [3.482, 3.323, 0.053], [2.910, -0.326, -3.624], [2.509, -0.367, -1.871], [1.062, -0.066, -1.705], [2.700, -2.125, -1.588], [2.399, 0.459, -4.175], [2.689, -1.284, -4.096], [3.987, -0.158, -3.681], [2.228, -2.421, -0.652], [3.763, -2.365, -1.556], [2.189, -2.668, -2.383], [-1.306, 1.874, -4.444], [-2.216, 1.056, -3.114], [-1.316, 1.027, -1.937], [-3.401, 2.362, -2.719], [-2.077, 2.328, -5.067], [-0.697, 1.165, -4.995], [-0.693, 2.628, -3.951], [-2.880, 3.288, -2.471], [-4.000, 2.061, -1.863], [-4.060, 2.521, -3.574]],
  "total_energy_ha": -3580.1951,
  "multiplicity": 1,
  "total_charge": 0,
  "lumo_energy_ev": -0.2,
  "homo_lumo_gap_ev": 5.7,
  "de_lowest_kj_mol": 0.0
}



Entry 2:
{
  "formula": "C4H8O2",
  "method": "ωB97M-V/def2-TZVPD",
  "symbols": ["C", "O", "C", "C", "C", "O", "H", "H", "H", "H", "H", "H", "H", "H"],
  "xyz": [[0.508, -1.634, -0.715], [0.062, -1.215, 0.553], [0.663, -0.019, 0.974], [0.055, 1.251, 0.376], [-1.316, 1.145, -0.250], [0.661, 2.298, 0.450], [1.592, -1.817, -0.715], [-0.011, -2.565, -0.950], [0.281, -0.895, -1.498], [0.515, 0.045, 2.059], [1.747, -0.011, 0.786], [-1.831, 2.104, -0.159], [-1.902, 0.336, 0.192], [-1.198, 0.928, -1.319]],
  "total_energy_ha": -307.6626,
  "multiplicity": 1,
  "total_charge": 0,
  "smiles": "COCC(C)=O",
  "lumo_energy_ev": 0.9,
  "homo_lumo_gap_ev": 10.4,
  "de_lowest_kj_mol": 130.9
}



Entry 3:
{
  "formula": "C17H30N2O6S",
  "method": "ωB97M-V/def2-TZVPD",
  "symbols": ["C", "O", "C", "C", "C", "O", "S", "O", "O", "C", "C", "C", "C", "C", "C", "C", "H", "H", "H", "H", "H", "H", "H", "H", "H", "H", "H", "H", "H", "H", "H", "H", "C", "O", "N", "C", "C", "H", "H", "H", "H", "H", "H", "H", "C", "O", "N", "C", "C", "H", "H", "H", "H", "H", "H", "H"],
  "xyz": [[1.584, 3.910, -2.103], [1.402, 2.997, -3.211], [1.913, 1.672, -2.910], [1.343, 0.683, -4.029], [0.105, -0.240, -3.515], [-1.118, 0.499, -3.295], [-1.314, 1.099, -1.751], [-0.383, 0.500, -0.737], [-2.859, 0.519, -1.281], [-3.806, 1.613, -1.115], [-3.509, 2.860, -2.067], [-2.948, 4.152, -1.414], [-2.633, 5.372, -2.335], [-2.893, 5.218, -3.855], [-3.479, 3.940, -4.501], [-3.789, 2.721, -3.578], [1.510, 4.973, -2.536], [2.598, 3.831, -1.586], [0.696, 3.775, -1.398], [3.062, 1.726, -3.074], [1.759, 1.334, -1.832], [1.077, 1.257, -4.978], [2.177, -0.080, -4.278], [-0.105, -0.938, -4.416], [0.432, -0.933, -2.673], [-4.883, 1.247, -1.320], [-3.804, 1.887, 0.010], [-2.800, 4.154, -0.278], [-2.200, 6.312, -1.847], [-2.644, 6.092, -4.537], [-3.707, 3.825, -5.620], [-4.216, 1.734, -3.966], [2.666, -3.537, 2.011], [3.254, -4.605, 2.067], [1.790, -3.171, 1.034], [1.127, -1.881, 1.033], [1.510, -4.102, -0.041], [2.807, -2.761, 2.775], [0.046, -2.036, 1.065], [1.391, -1.345, 0.117], [1.428, -1.285, 1.895], [1.103, -5.025, 0.381], [2.442, -4.338, -0.562], [0.795, -3.673, -0.744], [1.563, -2.993, 4.855], [1.114, -2.090, 4.170], [1.146, -3.308, 6.114], [1.730, -4.399, 6.868], [0.084, -2.527, 6.717], [2.372, -3.646, 4.493], [0.948, -5.124, 7.110], [2.159, -4.004, 7.792], [2.513, -4.896, 6.293], [-0.810, -2.595, 6.092], [0.395, -1.481, 6.771], [-0.140, -2.895, 7.719]],
  "total_energy_ha": -1624.6624,
  "multiplicity": 1,
  "total_charge": 0,
  "lumo_energy_ev": 0.4,
  "homo_lumo_gap_ev": 9.1
}



Entry 4:
{
  "formula": "C28H31BrLiN7OPS",
  "method": "ωB97M-V/def2-TZVPD",
  "symbols": ["Li", "Br", "C", "C", "C", "C", "O", "C", "C", "N", "C", "C", "C", "C", "C", "C", "C", "C", "N", "C", "C", "H", "H", "H", "H", "H", "H", "H", "H", "H", "H", "C", "C", "C", "C", "N", "C", "S", "N", "C", "H", "H", "H", "H", "H", "H", "H", "H", "C", "N", "C", "N", "C", "N", "C", "P", "C", "C", "H", "H", "H", "H", "H", "H", "H", "H", "H", "H", "H", "H", "H"],
  "xyz": [[10.623, 12.927, 10.819], [17.630, 14.305, 9.479], [15.970, 13.747, 10.150], [15.792, 12.514, 10.775], [14.564, 12.014, 11.058], [13.389, 12.701, 10.693], [12.245, 12.094, 10.698], [13.569, 14.066, 10.332], [12.470, 14.961, 10.228], [11.278, 14.777, 10.678], [10.296, 15.731, 10.460], [10.389, 17.048, 10.745], [9.314, 17.914, 10.462], [8.175, 17.501, 9.824], [8.046, 16.143, 9.489], [6.985, 15.591, 8.768], [7.008, 14.300, 8.377], [8.130, 13.523, 8.731], [9.147, 13.962, 9.410], [9.140, 15.271, 9.820], [14.864, 14.546, 10.044], [16.680, 11.944, 11.041], [14.430, 11.044, 11.485], [12.733, 15.939, 9.841], [11.269, 17.499, 11.249], [9.376, 18.983, 10.713], [7.420, 18.206, 9.610], [6.158, 16.174, 8.445], [6.289, 13.880, 7.716], [8.227, 12.476, 8.481], [14.955, 15.543, 9.676], [12.804, 8.657, 14.482], [11.804, 9.755, 14.500], [11.630, 10.665, 15.532], [10.562, 11.588, 15.280], [9.890, 11.733, 14.144], [10.063, 10.817, 13.139], [9.152, 10.856, 11.662], [11.023, 9.862, 13.371], [10.201, 12.631, 16.325], [13.321, 8.599, 15.439], [13.539, 8.870, 13.698], [12.367, 7.695, 14.312], [12.188, 10.614, 16.470], [11.177, 9.223, 12.606], [11.084, 12.956, 16.855], [9.517, 12.135, 17.058], [9.695, 13.443, 15.816], [11.816, 7.767, 6.667], [11.224, 8.733, 7.724], [12.116, 9.957, 7.729], [13.493, 9.588, 7.978], [13.911, 8.599, 6.963], [13.143, 7.416, 6.994], [13.304, 6.687, 8.260], [12.775, 7.592, 9.786], [11.090, 8.108, 9.100], [13.623, 9.178, 9.375], [11.726, 8.326, 5.740], [11.117, 6.892, 6.670], [10.281, 9.058, 7.483], [11.770, 10.725, 8.429], [12.083, 10.365, 6.723], [14.961, 8.322, 7.087], [13.855, 9.050, 5.938], [14.364, 6.507, 8.427], [12.831, 5.706, 8.204], [10.614, 8.793, 9.791], [10.361, 7.266, 9.079], [14.661, 9.035, 9.575], [13.212, 9.996, 9.975]],
  "total_energy_ha": -4865.0505,
  "multiplicity": 1,
  "total_charge": 1,
  "lumo_energy_ev": -2.5,
  "homo_lumo_gap_ev": 6.8,
  "de_lowest_kj_mol": 34.9
}